Record 1
# C45H47N5OP2PdSe

A structure of composition C45H47N5OP2PdSe at a distorted geometry (ωB97M-V with the def2-TZVPD basis set, OMol25).

The geometry in XYZ format:
```
102
Properties=species:S:1:pos:R:3:mulliken_charge:R:1
Pd -0.1604 -0.2223 0.2781 -0.932
C -1.4680 -1.3502 4.4288 -1.550
C -1.0733 -1.4614 3.0352 0.391
O -0.8079 -0.4246 2.3086 -0.079
N -0.9771 -2.7546 2.6310 0.036
C -0.7570 -3.4159 1.3505 2.194
C -1.6828 -4.5867 1.2260 -0.333
C -2.9856 -4.4735 0.7133 -0.340
C -3.8545 -5.5659 0.7825 -0.602
C -3.3326 -6.7664 1.2168 -0.385
C -2.0064 -6.7706 1.7350 -0.395
N -1.2406 -5.6940 1.8176 -0.501
H -0.5351 -1.3157 5.0524 0.252
H -2.0362 -2.2327 4.7495 0.405
H -2.0269 -0.4613 4.6359 0.350
H -0.9210 -3.4102 3.4164 0.299
H 0.2594 -3.8397 1.2155 -0.869
H -0.8907 -2.6994 0.5451 -0.582
H -3.2073 -3.6064 0.1233 0.506
H -4.9110 -5.4270 0.5197 0.394
H -3.8733 -7.6738 1.1421 0.427
H -1.5930 -7.7253 2.0419 0.369
C 3.2032 -0.5304 -0.9845 -1.697
N 2.5625 -0.0941 -2.2302 0.689
C 1.4601 -0.8345 -2.7331 -1.146
P -0.1268 -0.4008 -1.9557 1.490
C -0.6511 1.1266 -2.7095 0.410
C -0.9416 1.2271 -4.0572 -0.270
C -1.1602 2.4942 -4.6351 -0.641
C -1.1456 3.6265 -3.8414 -0.653
C -0.9591 3.4986 -2.4627 -0.581
C -0.6391 2.3022 -1.8875 -0.650
C -1.3737 -1.6835 -2.3918 0.596
C -1.0222 -2.8916 -2.9009 -0.445
C -2.0050 -3.8562 -3.1644 -0.446
C -3.3425 -3.5787 -2.9514 -0.713
C -3.6733 -2.3393 -2.4339 -0.364
C -2.7376 -1.3815 -2.1468 -0.418
C 3.0158 1.0377 -2.9157 -0.083
C 3.1814 2.3157 -2.2960 -0.058
C 3.5413 3.4400 -3.0836 -0.821
C 3.7881 3.2678 -4.4176 -0.398
C 3.7363 2.0070 -5.0299 -0.886
C 3.3090 0.8958 -4.3080 -0.333
P 2.1012 -0.2797 0.5212 3.070
C 2.9326 0.9901 1.4485 0.267
C 4.2786 0.9085 1.6277 -0.463
C 4.9632 1.9227 2.3051 -1.047
C 4.2655 3.0012 2.8416 -0.509
C 2.8335 2.9973 2.8312 -0.588
C 2.2244 2.0694 1.9862 -0.590
C 2.4735 -1.7928 1.4281 0.630
C 2.3721 -2.9881 0.7224 -1.132
C 2.8924 -4.1984 1.2816 -0.055
C 3.3642 -4.2104 2.5875 -0.606
C 3.3966 -3.0017 3.2797 -0.667
C 2.8241 -1.8092 2.7717 -0.718
H 4.2124 -0.0557 -0.8714 0.396
H 3.4826 -1.6267 -1.0442 0.490
H 1.6613 -1.9505 -2.5961 0.298
H 1.4296 -0.6092 -3.8241 0.366
H -1.1536 0.3685 -4.7154 0.341
H -1.3742 2.4911 -5.6887 0.468
H -1.3863 4.6363 -4.2877 0.310
H -1.0081 4.3365 -1.7689 0.492
H -0.3043 2.1801 -0.8595 0.224
H 0.0655 -3.0759 -3.1461 0.182
H -1.7207 -4.8616 -3.5084 0.365
H -4.1374 -4.2834 -3.1647 0.411
H -4.7490 -1.9889 -2.3512 0.264
H -3.0462 -0.3297 -1.8989 0.250
H 2.8804 2.4919 -1.2837 0.594
H 3.5528 4.4210 -2.5838 0.369
H 4.0077 4.1858 -4.9970 0.326
H 4.0635 1.8755 -6.0579 0.389
H 3.1370 -0.0500 -4.7781 0.571
H 4.8591 0.1187 1.2207 0.529
H 6.0318 1.8888 2.4720 0.391
H 4.7887 3.7966 3.3417 0.407
H 2.2581 3.6361 3.4571 0.477
H 1.1856 2.1684 1.7452 0.277
H 1.9397 -2.9815 -0.3060 0.009
H 2.8548 -5.1443 0.6490 0.327
H 3.6416 -5.1397 3.0818 0.409
H 3.8278 -2.9998 4.3155 0.289
H 2.7568 -0.8756 3.3171 0.619
C -1.7223 5.5858 3.7193 -0.707
N -2.6972 5.3275 2.7283 0.307
C -3.7326 6.1873 2.2604 -0.532
C -4.3707 5.5920 1.2586 -0.448
N -3.7976 4.2846 1.1144 0.277
C -4.3687 3.3123 0.2756 -0.856
C -2.7654 4.1389 1.9976 -0.141
Se -1.9982 2.5036 2.3345 -0.472
H -1.2519 6.5391 3.5911 0.373
H -0.9865 4.7881 3.6034 0.109
H -2.1114 5.5698 4.7464 0.283
H -3.9871 7.0897 2.8099 0.416
H -5.1595 5.9061 0.6011 0.416
H -5.3463 3.6924 -0.1255 0.297
H -4.5749 2.3491 0.7699 0.345
H -3.7470 3.1304 -0.6131 0.265
```

The value obtained for the energy above the lowest of the compared OMol25 structures with the same formula, charge and spin is 157.0 kJ/mol. The calculation puts the molar mass at 921.23 g mol⁻¹. Its multiplicity is 1.


Record 2
# C45H48CsN5O2P2S2

A structure of composition C45H48CsN5O2P2S2 at a distorted geometry (ωB97M-V with the def2-TZVPD basis set, OMol25).

The geometry in XYZ format:
```
105
Properties=species:S:1:pos:R:3:mulliken_charge:R:1
Cs -1.4269 0.4857 -0.6228 1.686
O -1.5686 -1.8892 -1.2777 -0.491
C -1.9440 -3.0113 -1.7699 0.187
C -2.4623 -4.0643 -0.9628 -0.779
C -2.7541 -5.3009 -1.4924 -0.468
C -2.5673 -5.5782 -2.8521 -0.704
C -2.1051 -4.5569 -3.6650 -0.368
C -1.8398 -3.2823 -3.1683 0.508
C -1.4366 -2.2230 -4.1237 -0.669
N -1.9329 -1.0649 -4.2937 -0.513
C -3.0963 -0.6922 -3.5008 0.611
C -3.8346 0.5022 -4.0943 -1.053
N -3.1008 1.7568 -3.9326 -0.337
C -3.2086 2.3266 -2.7965 -1.216
C -2.5754 3.6010 -2.4442 0.744
C -2.0094 4.4034 -3.4343 0.026
C -1.5083 5.6611 -3.1592 -0.774
C -1.6382 6.1430 -1.8446 -0.286
C -2.1963 5.3829 -0.8485 -0.806
C -2.6143 4.0239 -1.0668 0.181
O -2.9609 3.2623 -0.1184 -0.881
H -2.5785 -3.8661 0.0966 0.579
H -3.1220 -6.0792 -0.8307 0.393
H -2.7834 -6.5590 -3.2568 0.339
H -1.9600 -4.7361 -4.7280 0.373
H -0.6210 -2.4873 -4.8064 0.407
H -2.7853 -0.4190 -2.4954 -0.961
H -3.7776 -1.5451 -3.3833 0.555
H -4.8214 0.5660 -3.6125 0.359
H -4.0000 0.3311 -5.1610 0.393
H -3.8290 1.9002 -1.9928 0.759
H -1.9839 4.0028 -4.4426 0.406
H -1.0585 6.2670 -3.9354 0.365
H -1.2918 7.1461 -1.6078 0.336
H -2.2946 5.7657 0.1616 0.519
C 2.5826 3.1010 -4.7550 -0.527
C 1.4641 2.2879 -4.6318 -0.841
C 0.7562 2.2388 -3.4389 -0.211
C 1.1998 3.0050 -2.3710 -0.549
C 2.3038 3.8343 -2.4818 -0.327
C 2.9994 3.8786 -3.6814 -0.586
N 0.5137 2.8416 -1.0935 1.785
N 0.6205 3.8278 -0.3527 -0.591
C -0.0145 3.6604 0.9559 -0.439
C -0.0455 4.8037 1.7310 -0.553
C -0.6571 4.7278 2.9738 -0.537
C -1.1984 3.5221 3.3789 -0.822
C -1.0840 2.4221 2.5341 -0.200
N -0.4881 2.4870 1.3480 0.777
H 3.1292 3.1264 -5.6899 0.388
H 1.1197 1.6904 -5.4663 0.445
H -0.1263 1.6175 -3.3643 0.329
H 2.6152 4.4170 -1.6260 0.454
H 3.8725 4.5133 -3.7731 0.376
H 0.3732 5.7204 1.3403 0.524
H -0.7163 5.6039 3.6083 0.383
H -1.6958 3.4053 4.3318 0.489
H -1.4815 1.4575 2.8372 -0.021
S -2.3613 -2.3596 6.7852 -0.585
P -1.4197 -2.0322 5.0626 0.998
S -2.3298 -1.0605 3.5848 -0.479
C 0.1988 -1.2296 5.4204 -0.762
C 0.8837 -1.5162 6.5985 -0.267
C 2.1129 -0.9325 6.8602 -0.637
C 2.6717 -0.0393 5.9535 -0.602
C 1.9937 0.2599 4.7812 -0.567
C 0.7701 -0.3421 4.5135 0.688
C -0.8936 -3.6653 4.4069 0.307
C 0.4010 -3.9436 3.9895 -0.025
C 0.7254 -5.1872 3.4559 -0.574
C -0.2479 -6.1620 3.3191 -0.434
C -1.5473 -5.8918 3.7366 -0.649
C -1.8632 -4.6614 4.2824 -0.511
H 0.4260 -2.1860 7.3167 0.332
H 2.6329 -1.1622 7.7833 0.357
H 3.6279 0.4255 6.1643 0.367
H 2.4103 0.9617 4.0707 0.513
H 0.2274 -0.1185 3.6009 0.011
H 1.1705 -3.1856 4.0667 0.219
H 1.7412 -5.3822 3.1316 0.385
H -0.0021 -7.1238 2.8850 0.362
H -2.3200 -6.6445 3.6314 0.361
H -2.8708 -4.4537 4.6214 0.292
C 4.4951 -1.0167 -2.5095 -1.392
C 3.0682 -0.4797 -2.5677 -0.387
P 2.1308 -0.3482 -0.9817 0.537
C 2.3168 -2.0369 -0.2569 -0.983
C 1.1597 -2.3755 0.6828 0.156
C 3.3192 0.6393 0.0260 -1.035
C 2.8427 0.8287 1.4601 -1.239
H 4.9284 -1.1125 -3.5086 0.445
H 4.5299 -2.0027 -2.0414 0.272
H 5.1489 -0.3568 -1.9377 0.289
H 2.4517 -1.1103 -3.2163 0.404
H 3.0458 0.5124 -3.0276 -0.088
H 3.2839 -2.1339 0.2498 0.478
H 2.3261 -2.7408 -1.0958 0.577
H 1.1149 -1.6922 1.5361 -0.249
H 1.2540 -3.3857 1.0872 0.362
H 0.2000 -2.3093 0.1672 -0.423
H 3.4240 1.6068 -0.4766 0.379
H 4.3072 0.1669 0.0283 0.589
H 1.8691 1.3216 1.4998 0.233
H 3.5544 1.4255 2.0366 0.491
H 2.7366 -0.1295 1.9730 0.319
```

The value obtained for the energy above the lowest of the compared OMol25 structures with the same formula, charge and spin is 114.8 kJ/mol. The calculation puts the molar mass at 949.90 g mol⁻¹. Its multiplicity is 1. The total charge is -2.